# C24H26N2O3S2

The molecule C24H26N2O3S2 at a distorted geometry (ωB97M-V with the def2-TZVPD basis set, OMol25).

SMILES	Cc1ccc(CSCCNC(=O)c2ccc(N(C)S(=O)(=O)c3ccccc3)cc2)cc1
E_HOMO	-8.76	eV
Kohn-Sham gap	9.203	eV
multiplicity	1

Last column: natural (NBO) charge in e.
Geometry (Å):
C -1.781 -1.938 4.735  -0.083
H -0.027 -2.359 1.111  0.233
H -2.374 -6.416 6.373  0.216
H -0.781 -6.025 7.043  0.218
H 0.690 0.997 -5.033  0.221
H -3.522 -2.705 3.747  0.201
C 3.770 1.635 -1.977  -0.206
H -1.500 0.187 4.606  0.239
H 1.058 4.451 -6.145  0.246
H 5.764 2.410 -4.599  0.221
H -3.521 -4.830 4.965  0.208
C -1.794 -5.657 6.893  -0.626
H -0.045 -3.605 7.112  0.210
C -2.065 -1.739 0.753  -0.241
H -2.953 -1.464 1.334  0.187
H -2.688 -0.466 3.453  0.218
C -1.538 -0.835 -1.460  0.659
C 2.890 3.476 -3.210  -0.267
H 3.989 4.139 -4.903  0.242
H 1.726 2.824 -5.901  0.185
O -1.781 -1.892 -2.013  -0.626
C -1.785 -4.370 6.128  -0.018
C -0.356 0.144 -3.390  -0.145
N -1.716 -0.654 -0.127  -0.620
C 0.151 1.199 -4.121  -0.278
C -1.245 1.669 -1.773  -0.177
H -0.920 3.743 -2.181  0.250
H -0.224 -0.872 -3.730  0.237
H -1.340 0.170 0.319  0.405
C 4.835 1.568 -2.862  -0.187
C -0.913 -2.091 1.686  -0.534
H -1.176 -2.911 2.354  0.234
C 3.946 3.422 -4.098  -0.224
C -0.030 2.510 -3.679  0.230
N 0.473 3.614 -4.377  -0.682
C -0.804 -2.212 5.686  -0.183
H -2.241 -5.502 7.876  0.221
O 1.962 5.642 -4.420  -0.933
S 1.542 4.612 -3.519  2.315
H 5.599 0.818 -2.725  0.219
S -0.404 -0.672 2.713  0.166
H 0.001 3.031 -6.312  0.218
H -0.034 -1.479 5.878  0.213
C 4.929 2.462 -3.917  -0.211
C -1.748 -0.661 3.969  -0.529
C -0.758 2.730 -2.508  -0.251
C -0.809 -3.409 6.374  -0.208
H 1.950 2.680 -1.476  0.243
C -2.755 -4.096 5.174  -0.219
C 2.787 2.595 -2.151  -0.214
C 0.841 3.456 -5.765  -0.431
H -1.821 1.876 -0.883  0.215
C -2.754 -2.898 4.483  -0.163
H 3.703 0.940 -1.153  0.223
C -1.039 0.358 -2.198  -0.155
H -2.308 -2.598 0.121  0.246
O 0.942 4.995 -2.280  -0.926


# C24H26N2O5S2

The molecule C24H26N2O5S2 (ωB97M-V with the def2-TZVPD basis set, OMol25).

SMILES	COc1ccc(N(CC(=O)NCCSc2ccccc2)S(=O)(=O)c2ccccc2)cc1OC
E_HOMO	-7.91	eV
Kohn-Sham gap	8.302	eV
multiplicity	1

Last column: natural (NBO) charge in e.
Geometry (Å):
H -2.437 -3.032 1.455  0.223
C 2.589 -2.693 0.609  -0.238
C -1.310 -1.588 0.373  -0.249
C 0.818 -0.336 -1.778  -0.315
H -3.888 1.599 2.810  0.221
N -0.202 0.202 -0.907  -0.718
H 0.375 -0.562 -2.754  0.231
C 4.498 0.118 0.333  -0.167
H 4.653 -0.762 -1.625  0.217
C -3.872 2.942 1.142  -0.134
O -4.972 -0.462 -1.209  -0.493
H 4.319 -2.626 -0.687  0.226
C 3.934 2.478 -1.004  -0.225
H -6.139 0.719 -2.317  0.202
H -1.271 3.335 -0.998  0.242
H -4.571 -3.172 2.405  0.175
H 1.562 0.458 -1.895  0.256
C 4.096 -2.689 0.375  -0.524
C -1.868 2.972 -0.176  -0.178
C -1.343 -0.567 -0.554  0.177
H -4.693 1.541 -1.672  0.177
C -3.320 1.982 1.976  -0.217
H 3.705 3.394 -1.525  0.214
H -4.872 3.302 1.328  0.210
C -5.075 0.613 -2.111  -0.253
C -1.335 2.007 0.656  -0.329
O 0.833 0.684 1.402  -0.954
H 2.178 -3.602 0.156  0.223
H 3.805 3.365 0.939  0.215
H -2.550 0.619 -1.839  0.232
C -3.740 -0.797 -0.747  0.333
C 4.265 1.285 1.049  -0.229
H -3.577 4.200 -0.567  0.222
C 3.990 2.461 0.379  -0.184
H 1.782 -0.729 0.559  0.436
H -4.359 -4.326 1.057  0.179
C -3.704 -1.851 0.196  0.263
C -2.040 1.511 1.735  -0.179
H -5.988 -3.755 1.496  0.203
H -1.578 0.767 2.363  0.245
C 4.162 1.312 -1.714  -0.155
C -4.939 -3.471 1.418  -0.252
H 4.539 -3.598 0.780  0.232
O 1.695 -2.562 -2.009  -0.631
S 4.934 -1.333 1.263  0.223
C 4.457 0.133 -1.053  -0.266
O 1.069 2.294 -0.430  -0.934
H -4.545 0.406 -3.046  0.177
H 2.380 -2.685 1.681  0.206
O -4.907 -2.400 0.506  -0.480
N 1.924 -1.563 0.000  -0.647
S 0.261 1.321 0.239  2.322
H 4.124 1.316 -2.794  0.204
C -3.146 3.445 0.072  -0.240
H -0.380 -1.884 0.829  0.236
H 4.302 1.258 2.127  0.222
C -2.560 -0.181 -1.118  -0.332
C 1.521 -1.604 -1.282  0.661
C -2.487 -2.232 0.734  -0.286


# C24H26N4O2

The molecule C24H26N4O2 (ωB97M-V with the def2-TZVPD basis set, OMol25).

SMILES	O=C(NC[C@H](c1cccnc1)N1CCN(c2ccccc2)CC1)Oc1ccccc1
E_HOMO	-7.67	eV
Kohn-Sham gap	8.351	eV
multiplicity	1

Last column: natural (NBO) charge in e.
Geometry (Å):
C 4.017 -2.374 0.564  -0.298
O -2.241 -1.437 0.083  -0.639
N -2.052 0.298 -1.366  -0.628
H 7.018 -1.859 -1.778  0.210
H -3.853 -3.111 -0.487  0.240
H 4.340 -4.460 0.286  0.211
H -1.713 6.308 -0.162  0.192
C 5.755 -3.298 -0.819  -0.260
C 3.527 1.198 -0.010  -0.202
H 3.173 -2.553 1.212  0.208
H -8.178 -1.117 0.810  0.216
H 0.709 5.798 0.214  0.218
C -7.232 -1.556 0.528  -0.198
C -0.236 1.202 0.120  -0.059
H 3.574 2.097 0.614  0.194
N 3.830 0.055 0.824  -0.459
C 2.829 -0.070 1.858  -0.220
H 2.102 0.151 -1.229  0.177
C 2.117 1.062 -0.605  -0.250
C 0.373 3.676 0.195  -0.168
H -0.843 0.750 0.914  0.227
H -7.816 -3.549 1.051  0.214
H 4.251 1.291 -0.816  0.210
H -2.578 0.998 -1.863  0.412
C -7.029 -2.920 0.663  -0.224
C 4.419 -1.070 0.259  0.261
H -0.195 -0.535 -1.154  0.222
H -5.653 -4.536 0.396  0.216
C -1.356 5.290 -0.078  0.025
H 1.898 1.920 -1.243  0.208
C -0.015 5.004 0.118  -0.251
H 1.315 -1.110 0.699  0.173
C -1.906 3.089 -0.067  0.021
C -5.007 -1.313 -0.326  0.288
C -4.798 -2.678 -0.205  -0.253
N 1.155 0.999 0.481  -0.465
C -0.582 2.674 0.068  -0.067
N -2.284 4.350 -0.151  -0.412
H 3.060 -0.918 2.502  0.213
H 1.404 3.419 0.378  0.223
O -4.068 -0.442 -0.863  -0.509
H -6.363 0.315 -0.074  0.225
H 5.889 0.070 -0.824  0.208
H 6.265 -4.153 -1.235  0.212
C 5.521 -0.918 -0.593  -0.291
C 6.170 -2.012 -1.125  -0.176
H -2.716 2.371 -0.088  0.188
C 1.410 -0.182 1.287  -0.230
C -0.632 0.467 -1.196  -0.233
H 2.879 0.842 2.464  0.202
C -6.224 -0.749 0.037  -0.250
C -2.740 -0.615 -0.640  0.888
C -5.815 -3.473 0.297  -0.194
H 0.690 -0.217 2.106  0.211
H -0.244 0.998 -2.066  0.209
C 4.679 -3.466 0.034  -0.187


# C24H26N4O4

The molecule C24H26N4O4 at a distorted geometry (ωB97M-V with the def2-TZVPD basis set, OMol25).

SMILES	Cn1c(=O)c2c(ncn2C[C@H](COCc2ccccc2)OCc2ccccc2)n(C)c1=O
E_HOMO	-8.33	eV
Kohn-Sham gap	9.087	eV
multiplicity	1

Last column: natural (NBO) charge in e.
Geometry (Å):
H -0.874 -1.884 -2.509  0.208
H -3.923 -0.959 2.643  0.213
H 5.394 -1.888 1.659  0.214
H -0.211 -2.705 -0.082  0.202
H 5.309 0.458 0.899  0.208
H 1.150 -1.184 2.253  0.183
C 3.189 -0.910 -1.342  -0.220
C -3.113 -1.342 2.039  -0.214
H 3.327 1.602 -2.061  0.181
H -4.679 1.329 1.192  0.228
H -5.245 -0.073 0.222  0.237
C -4.792 0.916 0.193  -0.409
C 1.820 1.860 0.125  0.037
C -1.362 3.199 0.857  0.241
C 4.776 -1.616 0.816  -0.228
H -2.598 -1.842 -2.982  0.248
O 0.193 0.469 -2.152  -0.647
H 4.059 -3.608 0.500  0.215
C 4.733 -0.301 0.390  -0.155
H 1.088 3.891 0.310  0.212
O 0.473 0.716 1.822  -0.552
C -2.286 -2.894 0.414  -0.223
C -0.806 -1.256 1.372  -0.061
C 1.651 1.450 1.601  -0.079
C -0.882 0.624 -1.593  0.662
H 1.579 2.340 2.232  0.184
C 3.940 0.062 -0.693  -0.079
H -1.087 4.029 1.477  0.204
C -1.223 1.612 -0.619  -0.090
O -4.099 -0.957 -1.670  -0.639
H 0.988 3.204 -1.331  0.220
C -1.857 -0.768 2.135  -0.211
H 2.650 -2.978 -1.425  0.213
C -1.030 -2.323 0.510  -0.171
H 1.098 -0.787 0.527  0.187
N -2.558 2.653 0.870  -0.499
H 4.823 1.975 -1.157  0.200
C 0.568 -0.654 1.478  -0.083
C -2.485 1.659 -0.042  0.372
C 4.027 -2.582 0.165  -0.214
O 3.147 2.282 -0.111  -0.536
H 1.584 0.997 -0.505  0.222
C -3.330 -2.405 1.180  -0.214
N -0.516 2.633 -0.021  -0.303
N -3.477 0.802 -0.398  -0.414
N -1.957 -0.215 -1.878  -0.454
H -1.681 0.068 2.794  0.230
H -2.453 -3.719 -0.263  0.216
C 3.237 -2.227 -0.915  -0.205
C -3.235 -0.176 -1.333  0.811
H 2.537 0.876 1.906  0.187
H -1.402 -0.797 -3.805  0.212
H -4.311 -2.849 1.099  0.218
C 3.834 1.513 -1.091  -0.080
H 2.556 -0.635 -2.173  0.236
H -5.419 1.580 -0.405  0.205
C -1.692 -1.254 -2.859  -0.415
C 0.851 2.993 -0.265  -0.212


# C24H26N4OS

The molecule C24H26N4OS (ωB97M-V with the def2-TZVPD basis set, OMol25).

SMILES	O=C(CNC(=S)N(Cc1ccccc1)Cc1cccnc1)NCCc1ccccc1
E_HOMO	-7.99	eV
Kohn-Sham gap	8.642	eV
multiplicity	1

Last column: natural (NBO) charge in e.
Geometry (Å):
N -3.456 -0.224 -2.309  -0.420
C 0.647 2.118 -4.482  -0.214
H 2.232 -4.147 4.333  0.221
O 2.298 -0.057 2.915  -0.640
H -2.253 3.265 -3.401  0.213
C 2.561 -2.808 0.534  -0.183
H -4.188 -0.474 -4.195  0.190
C 0.288 -2.572 2.087  -0.251
H -1.108 3.510 -1.315  0.199
H 1.374 -2.041 -1.070  0.214
H -0.667 -1.835 0.324  0.208
C 0.524 1.436 -2.178  0.060
H 1.192 1.228 1.659  0.427
H -3.475 1.786 -4.988  0.218
C -2.820 0.567 -1.467  0.032
C 0.111 0.807 3.350  -0.320
H 1.187 0.865 -0.247  0.221
H 1.329 2.613 -0.576  0.197
C 0.253 -2.209 0.751  -0.152
H 0.110 1.604 4.107  0.224
C -2.591 2.285 -3.094  -0.168
N 0.258 1.361 2.032  -0.601
H -0.543 -1.031 -4.233  0.220
C 1.295 -0.122 3.597  0.687
C -0.155 -0.070 -3.930  -0.194
H 3.451 -2.900 -0.072  0.212
C -2.341 1.831 -1.806  -0.061
C 1.535 -3.333 4.133  -0.429
S -2.314 1.753 1.934  -0.315
H -0.608 -2.485 2.686  0.209
H -0.846 0.279 3.420  0.243
H 2.112 -2.254 5.938  0.203
C 0.148 0.891 -4.881  -0.209
H 3.006 -1.778 4.469  0.230
H 1.226 3.350 -2.833  0.210
C 0.834 2.389 -3.138  -0.237
H -0.002 0.681 -5.929  0.215
C -3.268 1.463 -3.979  -0.253
H 0.890 2.869 -5.220  0.215
N -0.595 1.929 -0.060  -0.432
C 0.034 0.201 -2.589  -0.230
H 0.232 -1.006 5.084  0.395
N 1.137 -0.958 4.641  -0.613
C 1.391 -2.323 -0.027  -0.249
H -2.311 3.065 -0.077  0.268
C 2.032 -2.071 4.864  -0.216
H 3.513 -3.532 2.305  0.208
C -0.796 1.671 1.254  0.324
H -2.685 0.181 -0.466  0.209
C 1.460 -3.049 2.660  -0.007
C 2.595 -3.166 1.868  -0.210
H -0.215 -0.544 -1.848  0.216
H 0.552 -3.612 4.520  0.206
C -3.669 0.212 -3.539  0.020
C -1.594 2.669 -0.807  -0.248
C 0.693 1.725 -0.710  -0.262


# C24H26N4RuSi

A structure of composition C24H26N4RuSi at a distorted geometry (ωB97M-V with the def2-TZVPD basis set, OMol25).

charge	+2
E_HOMO (spin up / spin down)	-12.64 / -14.14	eV
Kohn-Sham gap (spin up / spin down)	6.157 / 6.544	eV
multiplicity	5

Last column: Löwdin charge in e.
Geometry (Å):
H 2.402 6.219 -0.538  0.118
H -1.889 -3.283 -0.697  0.113
Si 0.620 1.513 -1.190  0.675
H 0.923 -3.534 6.060  0.123
H 0.266 7.134 0.364  0.126
H 2.665 -4.185 4.298  0.174
H 2.577 3.845 -1.227  0.108
H -1.611 3.293 -0.266  0.106
H -2.754 -0.331 2.447  0.119
C -0.710 3.911 -0.357  -0.109
C 1.457 -3.152 2.891  -0.219
N 0.313 -2.487 3.088  -0.027
C -2.332 -1.450 0.501  -0.278
C 0.505 3.369 -0.834  -0.318
C 2.148 -2.521 -0.533  -0.079
C -0.765 2.550 -3.632  -0.077
H -1.858 3.342 -5.376  0.122
C -0.384 1.422 -2.866  -0.253
H -1.016 -2.252 4.795  0.118
C -2.552 -2.598 2.537  -0.115
C 0.912 -3.316 5.037  -0.035
H -2.171 -4.635 1.646  0.124
H 1.431 1.159 0.234  0.153
C -0.795 5.243 0.072  -0.059
C -2.087 -2.858 0.288  -0.149
N 3.307 -3.426 1.140  0.153
C -1.571 2.458 -4.787  -0.051
H -0.472 3.564 -3.345  0.107
H -2.785 -2.755 3.604  0.116
H -1.828 -0.924 -4.970  0.115
H 1.956 0.919 -1.656  0.058
H 0.258 -0.315 -0.478  0.051
H 4.255 -3.104 -0.776  0.125
H -1.735 5.654 0.443  0.115
H 4.033 -3.921 1.650  0.179
C 1.525 5.569 -0.486  -0.060
Ru -0.440 -1.473 1.328  1.162
H -2.654 1.117 -6.135  0.126
C -1.571 0.055 -4.547  -0.072
C -2.015 1.203 -5.235  -0.049
C -0.077 -2.632 4.408  -0.073
H -0.462 -0.770 -2.930  0.084
C 2.026 -3.124 1.561  -0.237
H -0.545 1.132 0.714  0.112
C 0.258 0.417 0.385  -0.270
C 1.607 4.232 -0.904  -0.091
C -2.418 -1.260 1.966  -0.257
H -2.518 -0.686 -0.262  0.116
H 0.963 0.169 1.317  0.131
C -2.331 -3.555 1.522  -0.067
N 1.371 -2.483 0.615  -0.034
C 0.334 6.085 0.028  -0.047
C -0.777 0.168 -3.397  -0.128
H 1.770 -2.058 -1.428  0.106
N 1.882 -3.582 4.113  0.142
C 3.360 -3.072 -0.205  -0.024


# C24H27AsClIO2PSc

A structure of composition C24H27AsClIO2PSc at a distorted geometry (ωB97M-V with the def2-TZVPD basis set, OMol25).

charge	+2
E_HOMO (spin up / spin down)	-14.33 / -14.32	eV
Kohn-Sham gap (spin up / spin down)	4.624 / 4.031	eV
multiplicity	1

Last column: natural (NBO) charge in e.
Geometry (Å):
H 0.307 -1.160 -5.263  0.259
C 0.556 3.604 3.166  -0.194
C 0.734 2.464 2.373  -0.254
C -0.879 2.357 -4.573  -0.918
H -2.183 0.847 3.118  0.234
C -1.476 -1.234 1.713  -0.233
H -1.408 -0.652 -5.116  0.259
C 1.566 -0.763 1.816  -0.227
H -2.489 2.884 4.507  0.240
C 4.063 -1.675 2.707  -0.167
C -0.901 -2.047 -2.341  -0.782
I 0.730 3.241 -1.503  0.016
H -1.320 -2.060 -1.307  0.310
H 5.037 -2.029 3.048  0.245
H 4.228 -2.611 0.766  0.235
O 1.468 -1.758 -2.615  -0.362
H 1.648 2.343 1.795  0.221
H 2.095 2.203 -3.870  0.274
As -0.081 0.006 1.075  0.840
H -0.452 3.285 -4.154  0.278
H -4.845 -1.640 1.429  0.240
H 1.334 4.375 3.183  0.239
H -3.080 0.043 0.981  0.228
H -4.253 -3.859 2.393  0.245
C -2.137 -3.445 2.438  -0.187
H -0.729 4.649 4.562  0.244
C -0.279 1.499 2.319  -0.240
H -0.075 -2.771 2.305  0.235
C 2.370 -1.542 0.973  -0.260
C -2.814 -0.918 1.427  -0.284
C 0.388 -1.250 -2.496  0.574
C -0.602 3.762 3.932  -0.172
H 2.057 -1.772 -0.052  0.189
P 0.052 0.888 -3.966  1.045
H -1.678 -1.691 -3.054  0.297
C -3.470 -3.127 2.187  -0.176
H -0.308 0.233 -6.209  0.278
C 3.267 -0.884 3.538  -0.183
Sc -0.758 0.730 -1.406  0.867
C -1.127 -2.504 2.185  -0.243
H -1.946 2.277 -4.290  0.279
Cl -3.003 1.035 -1.823  -0.400
C -0.379 -0.311 -5.265  -0.957
H 1.395 0.155 3.779  0.244
H 1.714 1.582 -5.517  0.276
H -0.710 -3.106 -2.594  0.328
C -3.806 -1.877 1.663  -0.182
C 1.752 1.332 -4.445  -0.957
C 1.618 0.550 -1.186  0.472
H 2.431 0.487 -4.273  0.265
C 2.007 -0.453 3.111  -0.238
C -1.588 2.773 3.912  -0.176
C -1.421 1.630 3.118  -0.250
C 3.606 -2.008 1.427  -0.188
O 2.773 0.594 -1.278  -0.480
H 3.638 -0.592 4.523  0.245
H -0.771 2.348 -5.673  0.268
H -1.867 -4.433 2.800  0.242


# C24H27BO5

A cluster of 2 separate species, C24H27BO5 in total at a distorted geometry (ωB97M-V with the def2-TZVPD basis set, OMol25).

E_HOMO	-5.68	eV
Kohn-Sham gap	2.631	eV
multiplicity	1

Last column: natural (NBO) charge in e.
Geometry (Å):
H 0.951 -1.241 -0.725  0.143
H 1.177 2.651 -0.416  0.148
C -1.417 0.018 0.479  -0.568
H -2.925 -5.425 2.053  0.238
O 5.324 -0.438 0.861  -0.425
C 1.340 -0.206 -0.730  -0.050
C -0.676 1.214 0.018  -0.321
C -2.019 -1.831 1.144  0.374
C 5.207 1.829 0.901  -0.328
H -0.994 2.094 0.557  0.240
H -0.731 1.348 -1.068  0.242
C -1.829 -2.187 2.461  -0.234
H 4.816 2.843 0.907  0.222
H -4.981 3.103 -5.038  0.212
C -4.287 1.617 -2.209  0.328
O -4.853 2.441 -3.131  -0.493
C -3.760 1.224 0.149  -0.232
C 6.591 0.078 0.770  0.240
H 7.630 -1.436 -0.250  0.208
H -3.433 2.256 -4.695  0.186
C 1.318 2.080 0.511  -0.006
C -3.430 0.557 -2.563  -0.291
H 0.478 -1.227 1.521  0.143
H -2.084 -3.852 3.840  0.251
O 2.702 -0.273 -0.428  -0.682
H -0.918 -0.856 -0.019  0.358
C 7.703 -0.846 0.671  -0.643
C 6.560 1.458 0.778  -0.337
H -3.322 -4.589 -0.296  0.247
H 8.641 -0.284 0.645  0.216
O 2.207 -0.265 1.977  -0.685
H -5.201 2.674 -0.597  0.235
C 0.837 -0.191 1.673  -0.057
C -2.555 -2.632 0.172  -0.317
C -4.498 1.877 -0.827  -0.249
C 4.465 0.635 0.960  0.106
H 1.198 0.177 -1.753  0.162
C -2.883 -3.959 0.485  -0.167
H -3.933 1.482 1.199  0.224
B 2.839 0.393 0.865  0.904
H -1.464 0.046 1.587  0.304
C -2.793 0.262 -0.219  0.037
C -2.678 -4.382 1.812  -0.179
O 2.619 1.888 0.806  -0.701
H -3.244 0.311 -3.605  0.227
H 0.318 0.195 2.565  0.152
H -4.935 1.309 -4.918  0.183
H 7.729 -1.524 1.530  0.209
H -1.502 -1.465 3.219  0.261
H 7.411 2.123 0.703  0.205
C -2.182 -3.511 2.807  -0.191
C 0.662 0.716 0.362  -0.159
H 0.831 2.636 1.324  0.138
C -2.716 -0.079 -1.573  -0.256
H -2.001 -0.833 -1.906  0.208
C -4.519 2.249 -4.534  -0.258
H -2.793 -2.250 -0.814  0.275